1.
Here is a cluster of 2 separate species, C3H12N in total at a distorted geometry from the Open Molecules 2025 dataset. Energies are from wB97M-V/def2-TZVPD.

Summary:
Multiplicity ... 2
Electronic energy ... -176.12246 Ha
E_LUMO (alpha / beta) ... 1.2 / 0.8 eV
Gap between HOMO and LUMO (alpha / beta) ... 5.155 / 12.638 eV

Geometry (Å):
N -1.555 0.442 -2.275
H -1.440 0.073 -3.240
H -2.061 -0.233 -1.657
H -0.641 0.685 -1.784
H -2.111 1.315 -2.364
C 1.024 -0.008 2.288
C 0.134 -0.414 1.084
C 0.799 -0.199 -0.286
H 1.988 -0.550 2.322
H 0.540 -0.354 3.201
H 1.188 1.067 2.209
H -0.793 0.155 1.170
H -0.125 -1.479 1.153
H 0.234 -0.763 -1.014
H 0.990 0.848 -0.536
H 1.829 -0.585 -0.273


2.
Here is a structure of composition C39H48BrIN5NaO2 at a distorted geometry from the Open Molecules 2025 dataset. Energies are from wB97M-V/def2-TZVPD.

Summary:
Electronic energy ... -4973.31147 Ha
E_LUMO ... 0.2 eV
Gap between HOMO and LUMO ... 8.250 eV

Geometry (Å):
Na -0.259 0.821 -0.133
C -2.685 -1.189 -3.350
C -1.174 -1.329 -3.282
C -0.366 -0.667 -4.214
C -1.011 0.206 -5.275
C 1.024 -0.866 -4.203
C 1.845 -0.460 -5.423
C 1.606 -1.546 -3.120
C 3.113 -1.658 -2.975
C 0.792 -2.220 -2.186
C 1.447 -2.996 -1.061
C -0.602 -2.196 -2.336
C -1.502 -3.126 -1.544
H -3.134 -1.939 -4.014
H -2.991 -0.214 -3.739
H -3.147 -1.314 -2.368
H -1.600 1.009 -4.819
H -1.696 -0.361 -5.915
H -0.276 0.686 -5.917
H 1.302 -0.703 -6.339
H 2.786 -1.007 -5.470
H 2.082 0.605 -5.470
H 3.420 -1.434 -1.951
H 3.650 -0.971 -3.625
H 3.469 -2.670 -3.195
H 2.114 -3.780 -1.437
H 0.720 -3.458 -0.395
H 2.057 -2.326 -0.444
H -1.850 -2.692 -0.600
H -0.988 -4.060 -1.312
H -2.386 -3.394 -2.127
C -2.921 1.496 1.299
C -3.107 1.058 -0.176
N -2.138 1.701 -1.086
C -2.162 3.168 -1.144
C -0.731 3.743 -1.183
N 0.148 3.106 -0.200
C 0.112 3.616 1.174
C -1.148 3.172 1.949
N -1.521 1.783 1.662
H -3.311 0.691 1.922
H -3.541 2.372 1.507
H -4.149 1.251 -0.458
H -2.938 -0.023 -0.243
H -2.239 1.299 -2.013
H -2.685 3.542 -0.263
H -2.721 3.541 -2.003
H -0.774 4.833 -1.068
H -0.305 3.539 -2.167
H 1.104 3.109 -0.535
H 0.178 4.710 1.217
H 0.994 3.212 1.678
H -1.984 3.822 1.691
H -0.967 3.335 3.011
H -1.200 1.154 2.383
O 1.391 0.157 0.994
C 0.596 -0.641 1.526
N 0.778 -1.195 2.783
C -0.304 -2.126 3.091
C -1.225 -1.862 1.843
O -2.339 -2.356 1.747
N -0.602 -1.015 0.977
C -1.077 -1.738 4.361
C -1.989 -2.636 4.912
C -2.767 -2.273 6.003
C -2.641 -1.008 6.567
C -1.728 -0.110 6.030
C -0.952 -0.473 4.931
C 0.187 -3.574 3.137
C -0.248 -4.543 2.239
C 0.265 -5.838 2.299
C 1.210 -6.177 3.257
C 1.639 -5.215 4.169
C 1.126 -3.927 4.109
H 1.700 -1.265 3.178
H -2.101 -3.620 4.470
H -3.476 -2.983 6.415
H -3.246 -0.728 7.422
H -1.613 0.876 6.467
H -0.222 0.221 4.531
H -1.003 -4.292 1.502
H -0.081 -6.585 1.592
H 1.607 -7.185 3.301
H 2.369 -5.471 4.929
H 1.444 -3.187 4.841
Br 3.460 4.561 -4.950
C 3.667 4.963 -3.116
C 4.121 6.235 -2.787
C 4.282 6.593 -1.455
C 3.993 5.682 -0.450
C 3.540 4.413 -0.779
C 3.374 4.047 -2.112
I 2.677 2.128 -2.502
H 4.346 6.937 -3.580
H 4.639 7.587 -1.209
H 4.119 5.953 0.594
H 3.328 3.693 0.005


3.
Here is a structure of composition C31H47O4S4SbSe4SiTeTl at a distorted geometry from the Open Molecules 2025 dataset. Energies are from wB97M-V/def2-TZVPD.

Summary:
Net charge ... -1
Electronic energy ... -13679.23994 Ha
E_LUMO (alpha / beta) ... 0.2 / 0.2 eV
Gap between HOMO and LUMO (alpha / beta) ... 3.702 / 3.701 eV

Geometry (Å):
Tl -0.192 -0.007 0.723
C 2.360 1.016 3.666
C 1.288 0.645 4.661
S -0.358 0.333 3.922
C -0.841 -1.098 4.967
C -2.028 -1.839 4.393
S -1.730 -2.527 2.730
C -0.457 -3.792 3.104
C 0.243 -4.232 1.833
S 1.116 -2.897 0.922
C 2.681 -2.776 1.866
C 2.668 -1.730 2.965
S 2.557 -0.068 2.206
H 3.319 1.082 4.180
H 2.153 1.995 3.233
H 1.182 1.490 5.348
H 1.563 -0.241 5.231
H -1.082 -0.703 5.956
H 0.017 -1.765 5.062
H -2.871 -1.165 4.257
H -2.323 -2.661 5.049
H -0.953 -4.650 3.567
H 0.254 -3.370 3.813
H -0.493 -4.602 1.119
H 0.967 -5.021 2.042
H 3.433 -2.514 1.119
H 2.900 -3.764 2.271
H 3.591 -1.776 3.547
H 1.810 -1.857 3.625
C -4.234 -0.398 1.102
Si -2.989 -0.418 -0.365
C -3.096 1.324 -1.256
C -4.443 1.536 -1.954
C -2.940 2.415 -0.196
C -1.971 1.472 -2.285
C -3.138 -2.038 -1.450
C -4.461 -2.064 -2.220
C -3.106 -3.247 -0.509
C -1.973 -2.153 -2.436
H -5.251 -0.214 0.762
H -3.981 0.379 1.817
H -4.225 -1.344 1.633
H -5.270 1.409 -1.259
H -4.574 0.838 -2.778
H -4.492 2.547 -2.355
H -3.776 2.420 0.496
H -2.883 3.395 -0.666
H -2.028 2.272 0.385
H -2.105 0.786 -3.119
H -0.999 1.263 -1.832
H -1.949 2.488 -2.683
H -5.303 -1.933 -1.543
H -4.575 -3.020 -2.732
H -4.496 -1.278 -2.970
H -3.898 -3.182 0.233
H -2.152 -3.292 0.010
H -3.243 -4.171 -1.072
H -2.038 -1.387 -3.205
H -1.989 -3.123 -2.932
H -1.016 -2.044 -1.929
Se 2.813 6.332 2.630
Sb 1.110 5.262 3.995
Se -0.763 6.600 4.771
Se 2.086 3.901 5.789
Se -0.164 3.583 2.294
Te 1.302 2.689 0.620
C 0.515 3.820 -0.992
C -0.434 4.819 -0.848
C -0.843 5.545 -1.951
C -0.302 5.284 -3.198
C 0.668 4.305 -3.336
C 1.077 3.581 -2.235
H -0.856 5.046 0.125
H -1.584 6.323 -1.827
H -0.634 5.847 -4.056
H 1.107 4.118 -4.307
H 1.828 2.816 -2.341
O 2.161 1.012 -1.234
C 2.089 -0.198 -1.500
O 1.141 -0.951 -1.156
C 3.204 -0.823 -2.296
C 3.460 -2.176 -2.132
C 4.487 -2.812 -2.822
C 5.222 -2.042 -3.690
O 6.267 -2.415 -4.501
C 6.633 -1.256 -5.216
O 5.818 -0.179 -4.820
C 4.956 -0.685 -3.873
C 3.961 -0.046 -3.178
H 2.834 -2.739 -1.457
H 4.692 -3.862 -2.693
H 6.511 -1.436 -6.299
H 7.690 -1.011 -5.015
H 3.764 1.005 -3.317


4.
Here is a structure of composition C6H7NO2 at a distorted geometry from the Open Molecules 2025 dataset. Energies are from wB97M-V/def2-TZVPD.

Summary:
Electronic energy ... -437.93693 Ha
E_LUMO ... 0.5 eV
Gap between HOMO and LUMO ... 9.241 eV

Geometry (Å):
C 2.173 -0.753 -1.012
C 0.871 -0.526 -0.468
C 0.477 0.212 0.490
C -0.926 0.272 0.668
C -1.469 -0.477 -0.387
C -1.871 0.924 1.643
H 3.177 -0.450 -0.606
H 2.549 -2.120 -0.984
H 2.319 -0.302 -1.988
H 1.058 0.907 1.214
H -2.317 -0.691 -0.700
H -0.239 -1.420 -1.778
H -1.071 2.689 0.863
N -0.360 -0.904 -1.060
O -1.774 2.256 1.688
O -2.597 0.384 2.416


5.
Here is the ion C4H6O with charge +1 at a distorted geometry from the Open Molecules 2025 dataset. Energies are from wB97M-V/def2-TZVPD.

Summary:
Net charge ... +1
Multiplicity ... 2
Electronic energy ... -230.74221 Ha
E_LUMO (alpha / beta) ... -8.6 / -8.8 eV
Gap between HOMO and LUMO (alpha / beta) ... 6.365 / 6.473 eV

Geometry (Å):
C 0.662 -0.839 -1.264
C 0.498 -1.030 0.142
O 1.109 -1.875 0.702
C -0.409 0.053 0.826
C -0.422 1.424 0.412
H 0.187 0.016 -1.737
H 1.231 -1.576 -1.811
H 0.375 2.124 0.695
H -0.694 -0.300 1.821
H -1.200 0.016 -0.012
H -1.336 1.987 0.225


6.
Here is a cluster of 3 separate species, C3H10N2O2 in total at a distorted geometry from the Open Molecules 2025 dataset. Energies are from wB97M-V/def2-TZVPD.

Summary:
SMILES string ... [O-]/[NH+]=C/O.C=C.N
Electronic energy ... -380.13294 Ha
E_LUMO ... 0.6 eV
Gap between HOMO and LUMO ... 8.643 eV

Geometry (Å):
C 0.513 -1.597 -1.939
C 0.150 -0.379 -2.284
C 1.206 -0.009 0.897
N 0.656 -0.822 1.687
N -2.843 1.022 1.758
O 1.320 -1.692 2.295
O 0.722 1.161 0.466
H -0.208 -2.543 -1.842
H -0.905 -0.127 -2.538
H 1.427 -1.690 -1.570
H 0.788 0.494 -2.316
H 2.194 -0.346 0.611
H -0.367 -0.707 1.929
H -3.206 0.557 2.669
H -3.707 1.447 1.397
H -2.274 1.797 1.978
H 0.930 1.260 -0.473